No. 1
# C3H5NO2

A single C3H5NO2 molecule in a non-equilibrium geometry (ωB97M-V/def2-TZVPD, the OMol25 dataset).

The structure (SMILES) is C[C@@]1(O)NC1=O. The calculation puts the frontier orbital gap at 0.3663 Eh. For the energy above the lowest of the compared OMol25 structures with the same formula, charge and spin, the calculation gives 360.55 kJ/mol. As for the multiplicity: 1.

The geometry in XYZ format:
```
11
C3H5NO2 (ωB97M-V/def2-TZVPD)
O 2.47535 0.85063 0.27051
O -0.50100 0.40169 1.45861
N 0.94365 -0.99364 0.19924
C 1.51925 0.17891 0.32631
C -0.87728 0.30334 -0.97899
C 0.07185 0.15508 0.20339
H -0.72229 1.27818 -1.50973
H -1.88353 0.16886 -0.53654
H 0.78845 -1.96706 0.99287
H -1.40552 -0.04022 1.36497
H -0.40893 -0.33578 -1.79064
```

***

No. 2
# C22H60N5O9Zn

A molecular structure, C22H60N5O9Zn in a non-equilibrium geometry (ωB97M-V/def2-TZVPD, the OMol25 dataset).

Its total charge is +1. The calculation puts the frontier orbital gap at 0.2856 Eh. For the energy above the lowest of the compared OMol25 structures with the same formula, charge and spin, the calculation gives 0.00 kJ/mol. As for the multiplicity: 1.

The geometry in XYZ format:
```
97
C22H60N5O9Zn (ωB97M-V/def2-TZVPD)
Zn -0.43205 -2.84321 -0.12901
O -1.21886 -0.01756 -3.72133
O 5.45406 -1.00975 4.20114
O -0.80059 -3.70946 1.77022
O 1.17198 -1.55895 0.64025
O -0.81410 -0.86185 0.75979
O 3.85689 -3.10107 0.91866
O 0.26998 4.33695 -1.50706
O 0.85181 0.61289 1.28762
O -1.74499 1.93637 2.02313
N -3.51722 0.25206 0.16855
N -0.88518 3.94490 -5.00740
N -0.24122 -2.04592 -2.09716
N 3.74009 1.19636 1.75201
N -2.37871 -3.42250 -0.38965
C 0.31346 3.55761 -0.34763
C 0.15720 -3.98846 2.81064
C -2.87011 2.36692 1.27372
C -1.75573 0.47222 -4.93767
C 5.08303 -0.49314 2.92203
C -4.39354 -3.74810 0.92128
C 0.38925 -0.58794 0.95051
C -3.11814 1.66135 -0.06931
C -2.17567 -3.87606 2.10799
C -1.27242 2.95941 2.89380
C 2.92667 0.23586 3.86607
C 0.14643 -0.28676 -3.79027
C 6.26055 -2.16655 3.99560
C -0.71166 4.65478 -3.68989
C -1.88384 5.59366 -3.37949
C 2.08176 -1.23446 -2.40963
C 4.14797 0.70620 3.07018
C -2.97978 -3.20821 0.97729
C -0.39977 3.70018 -2.54341
C 3.71543 -4.45292 0.46621
C 0.60929 -0.85091 -2.46393
C -4.24629 2.31054 -0.83155
H 0.74016 0.62216 -3.95762
H -4.40343 1.74215 -1.74961
H -2.59799 -4.40855 -0.53135
H -2.70898 -0.33544 0.34043
H 0.49941 4.14716 0.55634
H -2.92933 -2.93676 -1.09346
H -1.45408 -0.14973 -5.78613
H -2.75533 5.06478 -2.99536
H 3.04237 0.55702 1.37565
H 3.00849 -2.64673 0.90664
H 3.07982 1.96119 1.90605
H 0.12897 -2.74156 -2.75649
H 0.02949 -4.95486 3.29452
H -0.72146 2.52367 3.72850
H 1.20026 2.90883 -0.38554
H -2.23044 1.56973 -0.70182
H 2.43872 -0.60745 3.37282
H -2.39046 -4.94772 2.12743
H 2.37089 -1.79934 -1.52507
H -1.87690 3.98573 -5.22492
H -3.98532 3.30309 -1.21810
H -0.45782 4.55246 -5.69516
H -0.06095 -3.22439 3.56798
H -3.78022 2.35928 1.88782
H 5.98405 -0.16534 2.39165
H 3.05596 -0.04593 4.91319
H 2.70379 -0.33840 -2.35431
H 1.14704 -3.75415 2.43211
H -3.07171 -2.14361 1.18205
H -4.45234 -4.79575 0.60814
H -2.44296 -3.35931 3.02922
H 4.66028 -4.94658 0.67193
H -2.11526 6.27448 -4.19613
H -5.19264 2.39719 -0.29932
H -1.36849 3.28128 -2.22153
H -5.12189 -3.18607 0.33619
H 0.38935 -0.09589 -1.70374
H -0.62560 3.03023 -0.15261
H 2.38518 -1.74705 -3.32630
H -4.00214 0.25154 1.06574
H 4.71079 1.48801 3.58027
H -1.14412 -1.84189 -2.54218
H -1.47305 6.22226 -2.58105
H 0.16423 5.26961 -3.91525
H 4.59313 -1.34195 2.43264
H -2.83930 0.52333 -4.86982
H 7.10254 -1.87635 3.36550
H -2.15595 3.28815 3.45550
H 2.96616 -4.94712 1.09817
H 0.03039 2.84095 -3.08588
H 3.39134 -4.32583 -0.56927
H -4.84533 -3.74874 1.92205
H -1.37040 1.48547 -5.10441
H 0.45368 -0.96467 -4.60100
H -0.08719 0.96051 1.36651
H -2.64040 3.41626 1.02648
H 5.64830 -2.90134 3.45760
H 2.23135 1.08224 3.93165
H -0.74823 3.79151 2.43228
H 6.55756 -2.65627 4.91807
```

***

No. 3
# C4H8Cl4

2 unconnected molecules or ions with the total composition C4H8Cl4 in a non-equilibrium geometry (ωB97M-V/def2-TZVPD, the OMol25 dataset).

The structure (SMILES) is ClCCCl.ClCCCl. The calculation puts the frontier orbital gap at 0.4043 Eh. For the energy above the lowest of the compared OMol25 structures with the same formula, charge and spin, the calculation gives 54.23 kJ/mol. As for the multiplicity: 1.

The geometry in XYZ format:
```
16
C4H8Cl4 (ωB97M-V/def2-TZVPD)
Cl 1.22513 -4.07524 -1.24411
Cl -1.41540 0.26920 1.03276
Cl 1.38143 1.65076 1.91025
Cl 0.83521 -1.21005 -3.19091
C 1.11271 -2.37076 -0.82183
C -0.24938 2.48112 1.88969
C 0.07501 -1.75000 -1.75388
C -1.13498 1.99675 0.71595
H 2.06893 -1.85370 -0.90173
H 0.95846 -2.28084 0.25344
H -2.09933 2.50233 0.76607
H -0.76987 2.28592 2.82728
H -0.35938 -0.91800 -1.19964
H -0.07593 3.55706 1.90884
H -0.75534 2.10440 -0.30011
H -0.79721 -2.38895 -1.89204
```

***

No. 4
# C36H35IrN6P2

A molecular structure, C36H35IrN6P2 (ωB97M-V/def2-TZVPD, the OMol25 dataset).

As for the expectation value of S²: 0.771. Its total charge is +3. The calculation puts the frontier orbital gap (alpha / beta) at 0.2542 / 0.2103 Eh. For the energy above the lowest of the compared OMol25 structures with the same formula, charge and spin, the calculation gives 6.14 kJ/mol. As for the multiplicity: 2.

The geometry in XYZ format:
```
80
C36H35IrN6P2 (ωB97M-V/def2-TZVPD)
Ir -0.33298 0.41185 0.02375
P -0.26562 -1.80479 -0.64937
P -0.43808 -0.06507 2.24338
N 1.26528 1.18099 -1.21373
N 2.49796 0.76518 -0.92409
N -1.24793 6.20480 -3.09623
N 2.63120 2.23508 -2.56719
N 4.60980 1.31013 -1.69538
N 3.24923 1.40606 -1.74825
C 1.93765 -3.51270 -0.52060
C -1.61847 3.87880 -0.51950
C -1.36535 0.99583 3.34857
C -1.46543 2.68986 5.05817
C -2.86398 -2.22870 -4.40875
C -3.10890 -3.03704 -3.31055
C -2.34464 -2.90509 -2.15919
C -0.76840 -1.74122 2.82895
C -0.28970 -2.91433 1.97707
C -0.92971 -2.95302 0.58655
C -1.33056 -1.94541 -2.09947
C -2.74272 0.76949 3.50918
C -3.46772 1.50967 4.42312
C 1.61340 1.74788 2.03636
C 1.36611 -2.39632 -1.14162
C 3.13792 -4.03407 -0.98032
C 2.33483 -0.56244 2.29893
C -1.85578 -1.27110 -4.36029
C -0.72901 1.95852 4.13878
C -2.21814 1.51771 -0.65318
C 1.29452 0.37688 2.18172
C -1.50708 5.22105 -2.56244
C -2.14717 2.85947 -2.67190
C -1.09858 -1.12549 -3.21219
C -2.82829 2.47553 5.19538
C 3.19523 -2.37805 -2.71996
C -2.43510 0.25476 0.06004
C 3.94642 1.21577 2.14642
C 1.37367 2.08141 -2.20277
C 2.00767 -1.84414 -2.25452
C -1.85813 2.67124 0.10873
C -1.76809 3.97273 -1.90800
C -2.33914 1.64079 -2.05956
C 3.64813 -0.13944 2.28270
C 2.93101 2.15842 2.02296
C 3.77059 -3.46802 -2.07568
H 4.69406 -3.89317 -2.44580
H -1.85265 -1.78031 2.96803
H 3.65798 -1.96772 -3.60865
H -0.34194 -1.77898 3.83737
H 1.44975 -4.02220 0.29587
H 1.56734 -1.01529 -2.79551
H -1.66137 -0.64905 -5.22416
H -2.92917 0.37056 1.01523
H -1.36629 4.76064 0.05432
H 0.55249 2.61602 -2.64750
H -2.63580 0.77495 -2.63600
H 3.17226 3.21000 1.94099
H -3.45287 -2.34810 -5.30846
H -0.55210 -3.83158 2.50477
H -2.28957 2.97027 -3.73908
H 5.00517 1.77806 -2.50445
H -3.25715 -0.00239 2.94998
H 3.56213 -4.90241 -0.49457
H -3.39493 3.04967 5.91628
H -0.32601 -0.36486 -3.18501
H -3.88778 -3.78658 -3.35039
H -2.53777 -3.57263 -1.33160
H 0.79536 -2.91353 1.90386
H -0.81202 -3.94681 0.14776
H -2.82250 -0.56275 -0.53899
H -1.87848 2.62444 1.19232
H 4.97903 1.54020 2.15637
H 4.44651 -0.85944 2.40054
H 2.12000 -1.61243 2.44438
H 0.33742 2.12336 4.07211
H 4.88646 0.33742 -1.61776
H 0.82096 2.48851 1.98211
H -2.00317 -2.76379 0.66190
H -4.52594 1.32568 4.54868
H -0.96530 3.42077 5.67905
```

***

No. 5
# C4H9NO2

A gas-phase ion, C4H9NO2 (charge -2) in a non-equilibrium geometry (ωB97M-V/def2-TZVPD, the OMol25 dataset).

The structure (SMILES) is N[C@H](C[O-])CC[O-]. Its total charge is -2. The calculation puts the frontier orbital gap at 0.2309 Eh. For the energy above the lowest of the compared OMol25 structures with the same formula, charge and spin, the calculation gives 57.83 kJ/mol. As for the multiplicity: 1.

The geometry in XYZ format:
```
16
C4H9NO2 (ωB97M-V/def2-TZVPD)
O 0.87810 -1.15583 2.96281
O 0.62523 0.46062 -2.90524
N -0.82546 1.40040 -0.42295
C 0.18753 -0.25716 2.21019
C 0.16910 -0.28822 -1.86107
C 0.24799 0.42746 -0.48028
C 0.12404 -0.63644 0.61489
H -0.87882 -0.66598 -2.05701
H -0.88203 -0.16773 2.51414
H -0.81809 1.94845 -1.28062
H 0.79035 0.67510 2.15729
H -1.74785 0.98105 -0.38554
H 0.71169 -1.28387 -1.74592
H -0.82228 -1.17315 0.53661
H 1.20110 0.96371 -0.42266
H 1.03939 -1.22837 0.56534
```